1.
The following is a DFT calculation (ωB97M-V/def2-TZVPD) of C48H62BF5N8OS5V as an isolated structure in a non-equilibrium geometry.

ORCA input file:
```
! RIJCOSX wB97M-V def2-TZVPD def2/J DEFGRID3
* xyz 0 4
V -0.560 -0.916 0.290
C -4.361 2.666 -1.699
C -3.394 2.480 -0.565
C -3.756 2.946 0.690
C -2.801 2.941 1.701
N -1.611 2.410 1.525
N -1.272 1.856 0.364
B 0.041 1.102 0.397
N 0.817 1.342 1.726
N 1.247 2.592 1.947
C 1.925 2.872 3.018
C 2.208 1.876 3.990
C 1.828 0.591 3.768
C 2.140 -0.519 4.717
C 1.116 0.315 2.556
S 0.693 -1.274 2.157
C 2.463 4.288 3.198
C 2.100 5.150 1.992
C 1.880 4.898 4.481
C 3.993 4.208 3.325
N 0.928 1.584 -0.790
N 0.880 2.885 -1.070
C 1.419 3.341 -2.171
C 2.151 2.479 -3.016
C 2.256 1.151 -2.714
C 3.029 0.192 -3.555
C 1.546 0.680 -1.577
S 1.348 -0.971 -1.211
C 1.143 4.807 -2.486
C 1.437 5.666 -1.251
C -0.353 4.930 -2.826
C 1.974 5.299 -3.669
C -2.124 1.925 -0.712
S -1.604 1.302 -2.296
C -3.067 3.602 3.049
C -1.754 3.791 3.812
C -3.701 4.981 2.809
C -4.020 2.711 3.853
H -4.393 3.726 -1.960
H -5.365 2.370 -1.394
H -4.074 2.109 -2.583
H -4.751 3.332 0.856
H 2.754 2.134 4.888
H 2.806 -0.180 5.509
H 2.600 -1.348 4.180
H 1.220 -0.905 5.163
H 1.026 5.124 1.814
H 2.587 4.769 1.095
H 2.414 6.183 2.151
H 0.800 5.021 4.396
H 2.334 5.873 4.662
H 2.085 4.264 5.345
H 4.428 3.692 2.467
H 4.287 3.676 4.231
H 4.416 5.213 3.377
H 2.634 2.853 -3.909
H 3.669 0.718 -4.263
H 2.364 -0.469 -4.112
H 3.638 -0.456 -2.925
H 0.853 5.312 -0.405
H 1.182 6.709 -1.453
H 2.494 5.616 -0.983
H -0.953 4.575 -1.987
H -0.606 4.333 -3.705
H -0.606 5.974 -3.026
H 3.042 5.154 -3.489
H 1.798 6.365 -3.815
H 1.697 4.784 -4.591
H -1.082 4.436 3.244
H -1.251 2.836 3.959
H -1.950 4.246 4.785
H -3.103 5.562 2.104
H -3.761 5.532 3.749
H -4.713 4.897 2.411
H -3.559 1.743 4.057
H -4.949 2.537 3.306
H -4.265 3.188 4.804
C -3.832 -0.527 -3.809
C -3.464 -0.807 -2.353
C -3.730 -2.269 -2.000
C -1.991 -0.477 -2.113
H -4.909 -0.604 -3.962
H -3.339 -1.248 -4.467
H -3.511 0.471 -4.111
H -4.064 -0.172 -1.693
H -3.199 -2.927 -2.690
H -4.796 -2.493 -2.068
H -3.395 -2.494 -0.986
H -1.342 -0.994 -2.820
H -1.717 -0.770 -1.097
C 1.280 -6.947 0.254
C 0.679 -7.755 -0.892
C -0.225 -6.901 -1.780
N 0.564 -5.964 -2.565
C 0.556 -4.635 -2.413
S -0.632 -3.846 -1.557
N 1.532 -3.861 -3.038
C 2.678 -4.110 -3.779
O 3.245 -3.186 -4.317
C 3.229 -5.503 -3.848
C 3.058 -6.282 -4.987
C 3.564 -7.574 -5.020
C 4.257 -8.079 -3.930
C 4.462 -7.286 -2.809
C 3.949 -6.000 -2.765
H 1.961 -7.561 0.845
H 0.495 -6.580 0.916
H 1.835 -6.084 -0.118
H 0.091 -8.585 -0.494
H 1.475 -8.182 -1.511
H -0.923 -6.324 -1.179
H -0.793 -7.535 -2.465
H 1.306 -6.373 -3.106
H 1.374 -2.864 -2.886
H 2.523 -5.880 -5.839
H 3.416 -8.186 -5.900
H 4.633 -9.093 -3.950
H 5.023 -7.669 -1.966
H 4.095 -5.379 -1.889
F -2.240 -4.717 5.812
C -2.348 -3.818 4.829
C -1.946 -4.129 3.544
F -1.463 -5.347 3.267
C -2.039 -3.176 2.553
F -1.619 -3.508 1.320
C -2.533 -1.889 2.767
S -2.617 -0.698 1.512
C -2.961 -1.626 4.070
F -3.464 -0.423 4.370
C -2.861 -2.559 5.084
F -3.264 -2.253 6.322
*
```

Kohn-Sham gap (alpha / beta): 6.029 / 6.210 eV
relative energy (zero: lowest compared OMol25 entry of this formula, charge and spin): 1.9501 eV
expectation value of S²: 3.8298

Atom charges from the Löwdin analysis, given in e for atoms 1 to 4: atom 1 (V): -0.030, atom 2 (C): -0.042, atom 3 (C): -0.235, atom 4 (C): 0.040



2.
The following is a DFT calculation (ωB97M-V/def2-TZVPD) of C38H46CrN6O3SSi as an isolated structure in a non-equilibrium geometry.

ORCA input file:
```
! RIJCOSX wB97M-V def2-TZVPD def2/J DEFGRID3
* xyz 0 5
Cr 0.416 -0.097 -0.219
N 4.060 -7.837 -1.404
C 3.520 -6.694 -0.835
C 2.282 -6.209 -1.272
C 1.723 -5.098 -0.672
C 2.397 -4.462 0.359
C 3.615 -4.932 0.812
C 4.172 -6.050 0.220
S 1.624 -3.037 1.058
O 0.348 -3.464 1.579
O 2.508 -2.388 1.999
N 1.290 -2.034 -0.184
C 2.346 -1.524 -0.860
N 3.537 -2.115 -0.935
C 4.438 -1.530 -1.715
C 4.164 -0.395 -2.461
C 2.925 0.188 -2.277
N 2.022 -0.337 -1.450
H 3.737 -8.059 -2.330
H 5.047 -7.976 -1.270
H 1.766 -6.712 -2.080
H 0.769 -4.703 -0.998
H 4.117 -4.404 1.612
H 5.123 -6.434 0.571
H 5.413 -2.006 -1.737
H 4.889 0.050 -3.125
H 2.647 1.106 -2.777
C -1.841 3.051 -4.801
C -1.222 1.844 -4.505
C -0.667 1.643 -3.250
C -0.700 2.633 -2.263
C -1.346 3.829 -2.578
C -1.910 4.039 -3.829
Si 0.197 2.280 -0.595
C -0.355 3.779 0.482
C 0.469 4.873 0.757
C -0.006 5.985 1.440
C -1.326 6.033 1.865
C -2.158 4.948 1.626
C -1.670 3.838 0.952
C 1.975 2.911 -1.032
C 2.287 3.666 -2.164
C 3.595 4.039 -2.448
C 4.626 3.668 -1.596
C 4.338 2.932 -0.455
C 3.030 2.558 -0.186
H -2.265 3.221 -5.783
H -1.178 1.063 -5.256
H -0.190 0.691 -3.024
H -1.403 4.610 -1.827
H -2.404 4.978 -4.051
H 1.497 4.863 0.422
H 0.657 6.820 1.632
H -1.703 6.908 2.379
H -3.187 4.977 1.964
H -2.323 2.990 0.769
H 1.493 3.957 -2.843
H 3.810 4.620 -3.337
H 5.647 3.952 -1.819
H 5.135 2.646 0.222
H 2.821 1.964 0.701
C -5.247 0.791 -1.281
C -5.417 0.384 0.190
C -4.187 1.037 0.810
O -3.154 0.784 -0.129
C -3.722 0.974 -1.430
H -5.753 1.739 -1.461
H -5.640 0.051 -1.975
H -5.354 -0.699 0.309
H -6.352 0.736 0.622
H -3.876 0.631 1.773
H -4.351 2.118 0.922
H -3.260 0.246 -2.097
H -3.475 1.975 -1.795
C -3.089 -3.398 2.073
C -3.143 -1.913 2.427
N -1.933 -1.388 3.063
C -1.742 -1.749 4.468
C -0.730 -2.869 4.706
C -0.971 -0.747 2.358
C 0.195 -0.130 3.078
N -1.002 -0.560 1.073
H -3.893 -3.657 1.382
H -3.193 -4.016 2.966
H -2.135 -3.630 1.612
H -3.968 -1.725 3.119
H -3.352 -1.327 1.533
H -2.716 -2.054 4.848
H -1.452 -0.861 5.030
H -1.097 -3.816 4.316
H -0.551 -2.975 5.777
H 0.215 -2.659 4.211
H -0.007 0.089 4.123
H 0.457 0.798 2.569
H 1.047 -0.810 3.021
H -1.771 -1.028 0.609
*
```

Kohn-Sham gap (alpha / beta): 7.978 / 7.679 eV
expectation value of S²: 6.0291

Atom charges from the Löwdin analysis, given in e for atoms 1 to 4: atom 1 (Cr): 0.589, atom 2 (N): 0.096, atom 3 (C): -0.321, atom 4 (C): -0.026



Calculated total energy across the listed records, respectively: -158880.281, -102371.364 eV.